[1]
The following is a quantum chemistry calculation of a single C17H26N2O5S molecule at a distorted geometry, from the Open Molecules 2025 dataset.

Properties
SMILES string   O=S(=O)(c1ccc(OC[C@H](O)CN2CCCC2)cc1)N1CCOCC1
Kohn-Sham gap   0.3371 hartree
Relative energy (zero: lowest compared OMol25 entry of this formula, charge and spin)   3.0421 eV

Element x y z (Å)
O -4.49431 -0.09205 1.67217
S -3.88199 -0.44760 0.42488
O -4.42052 -1.54377 -0.32698
C -2.14251 -0.74118 0.70149
C -1.50922 -0.13215 1.76896
C -0.15204 -0.29962 1.93413
C 0.58038 -1.07394 1.02764
O 1.91194 -1.15279 1.27750
C 2.74527 -1.87890 0.40229
C 2.88228 -1.22962 -0.99713
O 2.53869 -2.12906 -2.02721
C 4.29399 -0.66624 -1.21522
N 4.72167 0.14780 -0.10732
C 6.11563 0.54803 -0.16179
C 6.19760 1.60005 0.93518
C 4.89424 2.37942 0.74101
C 3.93501 1.35975 0.10542
C -0.07658 -1.70386 -0.02819
C -1.44078 -1.53281 -0.18230
N -4.03728 0.89932 -0.55965
C -3.63266 0.74959 -1.93369
C -2.15449 1.16997 -2.12670
O -1.56313 1.52644 -0.89774
C -2.25647 2.57486 -0.26082
C -3.72417 2.17590 0.02934
H -2.09300 0.45583 2.45906
H 0.37518 0.16168 2.75418
H 2.38275 -2.90968 0.29251
H 3.71556 -1.88409 0.90369
H 2.14880 -0.42056 -1.07361
H 3.23207 -2.79460 -2.10802
H 4.30460 -0.11761 -2.17706
H 4.99514 -1.50589 -1.29992
H 6.38642 0.98539 -1.13911
H 6.75899 -0.31494 0.02228
H 6.20091 1.10807 1.90708
H 7.08220 2.22799 0.85185
H 4.50970 2.76916 1.68104
H 5.05461 3.22031 0.06575
H 3.53090 1.74722 -0.84211
H 3.09631 1.12115 0.76285
H 0.46085 -2.30551 -0.74289
H -1.97225 -2.01676 -0.98638
H -4.29202 1.36506 -2.55585
H -3.79383 -0.29787 -2.18494
H -1.54818 0.34817 -2.50960
H -2.08784 2.01879 -2.82516
H -1.70357 2.77014 0.65882
H -2.22357 3.47440 -0.89514
H -4.41350 2.92406 -0.37806
H -3.91480 2.07129 1.09665


[2]
The following is a quantum chemistry calculation of 2 unconnected molecules or ions with the total composition C5H13N6O at a distorted geometry, from the Open Molecules 2025 dataset.

Properties
Kohn-Sham gap   0.2751 hartree
Relative energy (zero: lowest compared OMol25 entry of this formula, charge and spin)   1.2404 eV
Total charge   +1

Element x y z (Å)
C 0.58560 1.02948 1.18885
C 1.66869 0.47410 -0.77419
C -0.79314 0.54978 -0.56366
C -1.04114 -1.90319 1.02325
C -1.19142 -1.55636 -0.42677
N -0.59021 0.92545 0.74863
N 1.71980 0.54162 0.54619
N 0.48892 0.44990 -1.35029
N 0.83747 1.49191 2.47411
N 2.76464 0.27876 -1.55277
N -1.88102 1.20631 -1.20294
O -2.34837 -1.54854 -1.09851
H -2.10196 -1.85575 1.50469
H -0.40748 -1.13434 1.49631
H -0.51329 -2.83114 1.10485
H -0.27751 -1.68154 -1.03641
H 2.55809 0.66975 0.98442
H 0.38984 0.52295 -2.39621
H 0.07775 1.69084 2.97149
H 1.67609 1.77426 2.78312
H 3.77252 0.20073 -1.19927
H 2.58947 0.07939 -2.46207
H -2.41776 0.63607 -1.81210
H -2.43860 1.57403 -0.40826
H -3.12697 -1.58445 -0.54247


[3]
The following is a quantum chemistry calculation of a molecular structure, CCrF4NO2S2 at a distorted geometry, from the Open Molecules 2025 dataset.

Properties
<S²>   6.052
2S+1   5
Kohn-Sham gap (alpha / beta)   0.1821 / 0.2162 hartree
Relative energy (zero: lowest compared OMol25 entry of this formula, charge and spin)   2.2452 eV
Total charge   +1

Element x y z (Å)
Cr -0.15927 -2.99315 0.77234
F 2.33364 -1.15953 1.37975
N 0.72967 0.76225 0.44534
S 1.76989 0.52185 1.66644
O 2.85178 1.50068 1.50698
S -0.72179 0.06132 0.41508
O -0.56853 -1.42518 -0.01917
C -1.42360 0.59524 -1.26444
F -2.71496 0.30973 -1.22997
F -1.22933 1.89074 -1.41060
F -0.86749 -0.06394 -2.26175


[4]
The following is a quantum chemistry calculation of 2 unconnected molecules or ions with the total composition C3H2N2O2 at a distorted geometry, from the Open Molecules 2025 dataset.

Properties
<S²>   2.021
2S+1   3
Kohn-Sham gap (alpha / beta)   0.2471 / 0.3549 hartree
Relative energy (zero: lowest compared OMol25 entry of this formula, charge and spin)   0.7439 eV

Element x y z (Å)
C -2.10629 0.37695 -0.03372
C -0.97822 1.05841 -0.01373
C 0.52350 -0.86217 0.08130
N -2.98022 -0.41721 0.01034
N 1.68892 -0.27840 -0.00036
O -0.44192 2.10877 -0.05155
O -0.08621 -1.87104 0.02674
H 1.84806 0.71983 0.20262
H 2.53237 -0.83514 -0.22165